No. 1
DFT (ωB97M-V/def2-TZVPD) results for a cluster of 2 separate species, C2H2N4O2 in total in a non-equilibrium geometry.

E_LUMO ... 0.560 eV
SMILES ... NC(=O)N=C=O.N#N
Energy relative to the best compared isomer or geometry (same formula, charge and spin) ... 149.28 kJ/mol
Total energy ... -446.915864 a.u.
Highest occupied orbital energy ... -10.62 eV
Orbital gap ... 11.18 eV

Last column: natural (NBO) charge in e.
Positions of all 10 atoms, in Å:
1 N -2.09 -0.52 -0.27  -0.83
2 H -2.33 -1.48 -0.22  0.40
3 C 0.63 1.53 0.17  0.95
4 N 3.29 -1.37 -0.15  0.01
5 C -0.85 -0.21 0.26  0.77
6 O -0.08 -0.82 0.94  -0.59
7 N 2.79 -0.28 -0.02  -0.01
8 O 1.83 1.91 0.19  -0.47
9 N -0.60 1.14 0.05  -0.65
10 H -2.59 0.09 -0.94  0.42

No. 2
DFT (ωB97M-V/def2-TZVPD) results for the molecule C3H7BrSi in a non-equilibrium geometry.

E_LUMO ... 0.244 eV
SMILES ... [SiH2]=CCCBr
Energy relative to the best compared isomer or geometry (same formula, charge and spin) ... 207.70 kJ/mol
Total energy ... -2981.913003 a.u.
Highest occupied orbital energy ... -8.22 eV
Orbital gap ... 8.46 eV

Last column: natural (NBO) charge in e.
Positions of all 12 atoms, in Å:
1 H 0.50 0.36 1.43  0.22
2 Si 2.07 1.55 -0.02  0.89
3 H 0.31 -1.41 -0.70  0.22
4 C -0.27 -0.52 -0.44  -0.45
5 H 2.67 1.87 -1.29  -0.16
6 H -0.53 -0.03 -1.38  0.21
7 Br -3.00 0.23 0.33  -0.03
8 H -2.01 -1.85 -0.62  0.22
9 H -1.51 -1.62 1.09  0.21
10 C 0.67 0.45 0.36  -0.77
11 C -1.64 -1.16 0.12  -0.41
12 H 2.74 2.14 1.13  -0.15

No. 3
DFT (ωB97M-V/def2-TZVPD) results for the molecule C19H37N3.

E_LUMO ... 0.809 eV
SMILES ... CC(C)=CCC/C(C)=C/CC[C@H](C)NCCN1CCNCC1
Energy relative to the best compared isomer or geometry (same formula, charge and spin) ... 21.57 kJ/mol
Total energy ... -910.380512 a.u.
Highest occupied orbital energy ... -7.83 eV
Orbital gap ... 8.64 eV

Last column: natural (NBO) charge in e.
Positions of all 59 atoms, in Å:
1 C 3.16 -0.26 0.75  0.00
2 H -1.62 0.51 0.24  0.20
3 C 1.07 -2.10 -2.06  -0.62
4 H 2.84 0.54 2.71  0.21
5 C -5.41 0.31 0.46  -0.23
6 H -5.04 -1.82 0.51  0.20
7 H -2.31 -2.15 -0.89  0.16
8 C 4.00 0.15 -0.43  -0.65
9 N 0.04 -1.66 0.11  -0.64
10 C -3.45 1.63 0.28  -0.23
11 C -1.10 -2.00 0.92  -0.23
12 H 1.23 -3.81 0.95  0.20
13 C 1.35 1.37 1.41  -0.42
14 C 2.72 -1.49 1.01  -0.17
15 H 2.83 4.62 0.28  0.22
16 H 3.48 1.71 1.54  0.20
17 C -2.47 -2.00 0.20  -0.23
18 H 0.93 1.19 -0.73  0.19
19 H 1.57 -2.86 -2.66  0.21
20 H -0.25 -3.43 -1.01  0.17
21 H 4.98 0.47 -0.08  0.21
22 H -0.92 -2.99 1.35  0.20
23 H 3.43 -2.53 -0.74  0.20
24 H 0.44 4.34 -1.89  0.21
25 H -4.69 -1.06 -1.06  0.15
26 C 2.94 -2.74 0.22  -0.43
27 H 3.62 -3.39 0.78  0.21
28 H 3.53 0.99 -0.93  0.22
29 H 1.86 -4.41 -0.59  0.20
30 H -1.17 -1.29 1.75  0.21
31 H -6.45 0.22 0.14  0.20
32 H 1.16 5.16 0.40  0.21
33 N -3.23 -0.80 0.46  -0.44
34 H 1.09 2.12 2.15  0.20
35 H -3.02 2.52 -0.18  0.20
36 H -3.40 1.74 1.37  0.19
37 C -2.64 0.39 -0.13  -0.25
38 H -4.93 1.52 -1.10  0.34
39 C 1.23 3.59 -1.80  -0.63
40 C 1.20 1.92 0.02  -0.21
41 N -4.85 1.54 -0.08  -0.61
42 H 2.15 4.03 -2.18  0.21
43 H -3.06 -2.84 0.56  0.20
44 H 4.14 -0.66 -1.14  0.21
45 H -5.38 0.39 1.55  0.19
46 C 1.64 -3.51 -0.02  -0.39
47 H 1.76 -1.30 -1.84  0.21
48 C 0.55 -2.71 -0.76  -0.04
49 H 0.24 -1.70 -2.64  0.21
50 C 1.82 4.30 0.54  -0.65
51 H 0.97 2.74 -2.43  0.21
52 H -2.62 0.32 -1.24  0.15
53 H 2.14 -1.64 1.90  0.19
54 C 2.79 0.87 1.67  -0.41
55 C -4.61 -0.93 0.04  -0.24
56 H -0.15 -0.82 -0.43  0.36
57 H 1.81 4.01 1.58  0.21
58 H 0.68 0.52 1.52  0.22
59 C 1.40 3.18 -0.37  0.03